{"formula": "C37H30ClN5PSSr", "method": "wB97M-V/def2-TZVPD", "e_tot_ev": -79787.833, "charge": -1, "lumo_energy_ev": 2.19, "homo_lumo_gap_ev": 4.2082, "symbols": ["Sr", "N", "C", "S", "N", "N", "C", "C", "C", "C", "C", "C", "C", "C", "C", "C", "C", "C", "N", "H", "H", "H", "H", "H", "H", "H", "H", "H", "H", "H", "Cl", "C", "C", "C", "C", "C", "C", "P", "C", "C", "C", "C", "C", "C", "C", "C", "C", "C", "C", "C", "H", "H", "H", "H", "H", "H", "H", "H", "H", "H", "H", "H", "H", "H", "N", "C", "C", "C", "C", "C", "C", "H", "H", "H", "H", "H"], "positions_angstrom": [[12.63054, 12.54711, 10.44097], [17.21592, 12.58049, 9.13915], [16.05043, 13.16201, 9.71226], [14.83598, 13.46847, 8.45970], [16.07508, 13.29368, 11.02705], [14.86354, 13.61946, 11.67773], [14.85629, 14.23942, 12.75880], [15.99103, 15.05535, 13.30135], [16.24170, 15.25228, 14.64489], [17.27482, 16.09330, 15.05143], [18.00773, 16.85616, 14.15655], [17.78722, 16.65846, 12.76636], [16.79263, 15.82290, 12.41003], [13.55576, 14.31830, 13.43556], [13.12020, 15.26670, 14.38861], [11.83859, 15.05512, 14.99096], [11.12426, 13.96324, 14.61177], [11.63615, 13.00140, 13.76775], [12.75399, 13.26313, 13.08269], [17.25104, 12.79878, 8.13634], [18.10991, 12.57417, 9.60550], [15.59743, 14.90335, 15.42725], [17.47655, 16.14857, 16.11651], [18.76553, 17.55707, 14.49969], [18.24203, 17.29088, 12.01640], [16.70753, 15.67855, 11.35648], [13.74363, 16.11187, 14.51424], [11.44891, 15.94656, 15.54672], [10.17947, 13.97914, 15.08206], [11.04887, 12.12575, 13.37134], [9.95128, 14.14345, 11.44254], [9.75804, 15.83242, 11.84451], [8.70860, 16.08272, 12.72697], [8.48691, 17.30360, 13.27731], [9.36125, 18.34448, 12.87584], [10.32051, 18.05354, 11.86345], [10.57685, 16.78583, 11.35563], [11.90650, 16.18247, 10.24838], [10.91986, 15.75208, 8.78447], [11.39333, 14.71410, 8.01086], [10.66852, 14.26434, 6.93762], [9.35124, 14.73540, 6.65240], [8.91696, 15.83814, 7.38127], [9.64362, 16.28995, 8.50098], [12.75434, 17.72736, 9.77764], [13.70764, 18.25959, 10.71760], [14.41763, 19.40102, 10.39050], [14.21886, 20.01754, 9.16117], [13.29090, 19.53142, 8.28006], [12.54148, 18.42555, 8.60137], [7.94003, 15.31898, 12.72185], [7.69266, 17.38141, 14.01738], [9.28648, 19.29044, 13.35649], [10.93386, 18.92608, 11.55679], [12.44319, 14.34730, 8.11775], [11.11509, 13.36278, 6.32769], [8.87029, 14.51220, 5.74896], [8.12505, 16.41981, 7.02163], [9.24662, 17.09852, 9.12526], [13.86978, 17.76952, 11.65365], [15.11272, 19.75756, 11.14998], [14.83246, 20.88411, 8.92393], [13.11150, 20.09286, 7.36568], [11.81091, 18.07353, 7.90590], [10.67129, 11.55376, 11.04667], [9.91138, 10.72166, 11.69279], [10.38057, 9.45904, 12.26008], [9.62612, 8.59910, 13.04195], [8.27152, 8.82363, 13.27064], [7.74879, 10.05958, 12.69328], [8.47225, 10.95991, 11.96842], [11.49256, 9.26742, 12.18049], [10.01264, 7.72337, 13.47166], [7.69839, 8.08101, 13.74124], [6.70964, 10.24799, 12.99453], [7.98055, 11.89230, 11.70998]], "atomic_forces_ev_per_a": [[-0.26, 0.27, 0.45], [-1.04, 0.82, -0.67], [0.71, -0.76, 0.31], [0.20, 0.02, 0.97], [-0.53, 0.59, -0.38], [0.84, -1.91, -3.28], [1.05, 2.35, 1.21], [0.49, 0.66, -0.54], [0.06, 0.39, -0.07], [0.36, 0.44, 0.20], [0.28, -0.48, -0.73], [0.14, 1.47, 2.20], [-0.78, -1.81, -0.75], [-2.14, -0.94, 0.90], [-0.67, -1.97, -0.95], [2.41, 2.65, -1.31], [-0.35, 0.39, 1.68], [-0.29, -0.14, -2.14], [0.34, -0.18, 1.25], [0.12, -0.32, 0.83], [-0.27, 0.23, 0.42], [-0.16, -0.74, 0.09], [-0.04, 0.25, -0.06], [-0.11, -0.17, 0.03], [0.34, -0.17, 0.04], [-0.65, -0.20, -0.56], [0.27, 0.84, 0.58], [0.03, -1.36, -0.20], [-1.23, -1.02, 0.07], [0.59, 0.86, 0.65], [-0.03, -0.07, -0.51], [-1.35, -1.83, 0.85], [-0.69, -0.90, -1.25], [0.85, 1.07, 0.09], [0.12, -2.02, -0.79], [0.16, 2.42, 1.14], [0.63, 0.87, -0.05], [0.24, 0.33, 0.26], [-1.47, 0.46, 0.46], [1.36, -0.09, -0.73], [-0.95, -2.76, -1.72], [2.73, 1.32, 1.11], [1.61, -0.58, 0.97], [0.53, -0.15, -0.37], [0.81, 0.74, 1.28], [-1.09, -0.29, -1.79], [-0.10, -0.52, 0.66], [0.94, 0.56, 0.58], [-0.05, 0.92, -0.43], [-0.05, -0.68, 0.12], [0.20, -0.29, 0.83], [0.12, 0.47, -0.23], [0.11, 0.78, -0.09], [-0.25, -0.76, 0.03], [-0.94, 0.28, 0.19], [-1.00, 2.00, 1.10], [-0.70, -0.77, -0.97], [-1.49, 0.49, -0.15], [0.18, -0.25, -0.32], [0.09, -0.33, 0.45], [0.02, 0.22, -0.43], [-0.23, -0.06, -0.10], [0.00, -0.31, 0.00], [-0.40, -0.23, -0.34], [0.89, 0.24, -0.34], [-1.14, -0.50, 0.22], [1.49, 0.10, 0.39], [-1.06, 1.18, -0.83], [0.69, 2.59, -1.83], [-0.54, -2.15, 1.79], [0.82, -0.43, 0.36], [-1.24, 0.22, -0.12], [1.00, -1.12, 0.40], [-0.98, -0.54, 0.69], [0.16, 0.29, -0.49], [0.28, 0.04, -0.34]], "lowdin_charge": [1.110, -0.001, -0.885, 0.401, -0.010, -0.019, -0.234, -0.128, -0.052, -0.096, -0.081, -0.085, -0.050, -0.210, -0.006, -0.060, -0.097, -0.140, 0.025, 0.041, 0.068, 0.106, 0.098, 0.094, 0.102, 0.099, 0.088, 0.122, 0.097, 0.104, 0.779, -0.636, -0.137, -0.091, -0.068, -0.074, -0.413, 1.075, -0.419, -0.178, -0.073, -0.061, -0.076, -0.067, -0.348, -0.089, -0.095, -0.106, -0.100, -0.089, 0.106, 0.103, 0.079, 0.108, 0.006, 0.144, 0.078, 0.080, 0.112, 0.088, 0.103, 0.100, 0.106, 0.094, -0.398, -0.597, -0.112, -0.194, -0.169, -0.169, -0.108, 0.080, 0.058, 0.037, 0.072, 0.056]}